Entry 1:
{"formula": "C19H25N6STe4Ti", "method": "ωB97M-V/def2-TZVPD", "relative_energy_kj_mol": 543.5, "total_energy_ha": -3387.23531, "lumo_energy_ha": [0.036, 0.014], "spin_multiplicity": 3, "total_charge": -1, "orbital_gap_ev": [4.38, 3.70], "s_squared": 2.237, "species": ["Ti", "N", "C", "S", "N", "N", "C", "C", "C", "C", "C", "C", "C", "C", "C", "C", "C", "C", "N", "H", "H", "H", "H", "H", "H", "H", "H", "H", "H", "H", "Te", "Te", "Te", "Te", "C", "C", "N", "C", "C", "C", "C", "N", "H", "H", "H", "H", "H", "H", "H", "H", "H", "H", "H", "H", "H", "H"], "positions_angstrom": [[1.32840, -0.46153, 1.13738], [2.48336, -2.47130, 3.49637], [1.72408, -2.16174, 2.41134], [2.85521, 0.74561, 2.54366], [1.11757, -3.05421, 1.71347], [0.39247, -2.15638, 0.76403], [0.75342, -2.18748, -0.59562], [0.75604, -3.39028, -1.42730], [-0.07758, -4.46758, -1.07930], [-0.01175, -5.67251, -1.75239], [0.88854, -5.84431, -2.79957], [1.70638, -4.78441, -3.16805], [1.64694, -3.57508, -2.49301], [1.34914, -1.01990, -1.19896], [0.90549, -0.58372, -2.49853], [1.54406, 0.43317, -3.11949], [2.68685, 1.05468, -2.49452], [3.07342, 0.62867, -1.26918], [2.45422, -0.37512, -0.58376], [3.05955, -1.73475, 3.86432], [2.78573, -3.42197, 3.63863], [-0.77769, -4.33011, -0.26464], [-0.67081, -6.48447, -1.46773], [0.95125, -6.79261, -3.31901], [2.41062, -4.90329, -3.98326], [2.31351, -2.77245, -2.77988], [0.04280, -1.07282, -2.93064], [1.19528, 0.80053, -4.07776], [3.22601, 1.85069, -2.98851], [3.92178, 1.06850, -0.75739], [-0.43986, 1.56565, 5.73083], [-2.44127, 3.59111, 10.58189], [-1.40631, 2.64621, 8.39718], [0.49137, 0.55504, 3.23745], [-2.72854, 3.24395, -2.28528], [-2.24651, 3.58989, -0.87925], [-1.97592, 2.39131, -0.10310], [-3.01511, 1.91716, 0.81026], [-3.22099, 2.84829, 2.00419], [-0.68379, 1.91955, 0.02958], [0.44014, 2.90141, 0.17880], [-0.44260, 0.66073, 0.09902], [-2.88651, 4.14615, -2.87945], [-3.66983, 2.69329, -2.24566], [-1.99153, 2.61859, -2.79107], [-3.00124, 4.18445, -0.36043], [-1.33935, 4.19048, -0.94605], [-2.70472, 0.94385, 1.18634], [-3.94667, 1.78046, 0.25417], [-2.25476, 3.10932, 2.43934], [-3.79734, 2.34482, 2.78078], [-3.74078, 3.76808, 1.73236], [0.08755, 3.86225, 0.54793], [0.97012, 3.04338, -0.76595], [1.16867, 2.50640, 0.88961], [-1.25852, 0.11437, -0.16420]], "forces_ev_per_angstrom": [[0.1, -0.7, -1.3], [0.0, 0.1, 0.1], [0.1, 0.0, -0.6], [-0.6, 0.2, 0.4], [-0.3, -0.2, -0.1], [1.7, 0.2, -1.1], [0.4, 0.5, -0.7], [-1.1, -0.4, 0.4], [0.0, 0.0, 0.0], [0.0, 0.0, 0.0], [0.0, 0.0, 0.0], [0.0, 0.0, 0.0], [0.0, 0.0, 0.0], [0.4, -1.4, -0.1], [0.4, 0.2, 0.1], [0.1, 0.1, 0.0], [-0.2, -0.1, -0.2], [-0.1, 0.0, 0.2], [-1.1, -0.1, 0.5], [0.1, 0.0, 0.0], [-0.1, 0.0, 0.0], [0.1, 0.0, 0.1], [0.0, 0.0, 0.0], [0.0, 0.0, 0.0], [0.0, 0.0, 0.0], [0.0, 0.0, 0.0], [0.0, 0.0, 0.0], [0.0, 0.0, 0.0], [0.0, 0.0, 0.0], [-0.1, 0.0, 0.1], [0.4, -0.3, -0.8], [0.2, -0.2, -0.5], [-0.2, 0.3, 0.6], [-0.5, 1.8, 2.8], [0.0, 0.0, 0.0], [0.0, -0.1, 0.0], [0.2, 0.2, -0.1], [0.0, -0.1, -0.1], [0.1, 0.0, 0.0], [-0.2, 0.1, 0.1], [0.1, 0.0, -0.1], [0.3, 0.0, 0.3], [0.0, 0.0, 0.0], [0.0, 0.0, 0.0], [0.0, 0.0, 0.0], [0.1, 0.1, 0.0], [0.0, 0.1, 0.0], [-0.1, 0.0, -0.1], [0.0, -0.1, 0.0], [0.0, 0.0, 0.0], [-0.1, 0.0, 0.0], [0.0, 0.0, 0.0], [0.0, 0.0, 0.0], [-0.1, 0.0, 0.0], [0.0, -0.1, 0.0], [0.1, -0.2, 0.2]]}

Entry 2:
{"formula": "C19H26AuFNO2Te", "method": "ωB97M-V/def2-TZVPD", "relative_energy_kj_mol": 0.0, "total_energy_ha": -1448.00393, "lumo_energy_ha": [-0.081, -0.206], "spin_multiplicity": 3, "total_charge": 1, "orbital_gap_ev": [7.16, 5.25], "s_squared": 2.016, "species": ["Au", "F", "C", "C", "C", "C", "C", "C", "H", "H", "H", "H", "C", "N", "C", "C", "C", "C", "C", "C", "C", "C", "H", "H", "H", "H", "H", "H", "H", "H", "H", "H", "H", "H", "H", "C", "O", "C", "O", "H", "H", "H", "C", "Te", "C", "H", "H", "H", "H", "H", "H"], "positions_angstrom": [[0.31043, -0.06462, 0.17365], [6.46097, -0.49761, 0.02621], [5.12274, -0.50974, 0.05866], [4.43159, -0.62753, -1.13550], [3.04295, -0.64705, -1.09255], [2.34389, -0.51992, 0.12996], [3.10679, -0.43853, 1.31628], [4.49293, -0.41212, 1.29006], [4.98373, -0.70886, -2.06577], [2.49454, -0.75686, -2.02129], [2.60879, -0.36430, 2.28097], [5.08900, -0.31739, 2.19148], [-2.10990, 2.23875, -1.69790], [-2.81098, 2.77626, -0.47806], [-4.26102, 3.02047, -0.76914], [-2.60063, 1.91375, 0.78158], [-2.84425, 0.46734, 0.52899], [-4.16042, 0.00474, 0.63390], [-4.48161, -1.31688, 0.36261], [-3.46075, -2.17618, -0.01713], [-2.14798, -1.71355, -0.09178], [-1.77541, -0.38812, 0.19234], [-2.28929, 2.94490, -2.50427], [-2.53993, 1.26821, -1.92140], [-1.05220, 2.14672, -1.47921], [-2.38527, 3.67273, -0.25878], [-4.71415, 2.06394, -1.01511], [-4.32825, 3.70106, -1.61379], [-4.72402, 3.45053, 0.11548], [-3.27705, 2.34059, 1.51897], [-1.57151, 2.09788, 1.07334], [-4.94646, 0.68114, 0.96354], [-5.50285, -1.66850, 0.45404], [-3.68559, -3.21358, -0.24776], [-1.38223, -2.42232, -0.40161], [1.87521, 3.98954, -0.33074], [1.06909, 2.78052, -0.47672], [0.86965, 2.06971, 0.66336], [1.16726, 2.40930, 1.75580], [2.84602, 3.79746, -0.78221], [1.98517, 4.24996, 0.71489], [1.36090, 4.77631, -0.87153], [0.57145, -5.12161, 0.43915], [1.33684, -3.23453, 0.96648], [3.30005, -3.79274, 0.44560], [1.06171, -5.83904, 1.10027], [0.79404, -5.33780, -0.60441], [-0.50421, -5.11017, 0.61157], [3.23313, -4.47674, -0.40231], [3.74744, -4.29127, 1.30740], [3.84968, -2.89421, 0.18240]], "forces_ev_per_angstrom": [[-0.4, 0.0, 0.0], [0.0, 0.0, 0.0], [0.1, 0.1, 0.0], [-0.1, 0.0, -0.1], [0.1, -0.1, 0.3], [0.1, 0.1, -0.1], [0.0, 0.0, -0.1], [-0.1, -0.1, 0.0], [-0.1, 0.0, 0.1], [0.0, 0.1, 0.0], [0.0, 0.0, -0.1], [-0.1, 0.0, -0.1], [-0.3, 0.2, 0.4], [-0.1, -0.2, -0.2], [0.4, -0.1, 0.1], [0.1, 0.3, -0.2], [0.0, -0.2, 0.0], [0.0, -0.1, 0.0], [0.1, 0.1, 0.0], [0.1, 0.0, 0.0], [-0.1, 0.0, 0.0], [-0.2, 0.0, 0.0], [0.1, 0.0, -0.1], [0.0, 0.0, -0.1], [0.1, 0.0, 0.0], [0.0, 0.1, 0.0], [0.0, 0.0, 0.0], [-0.1, 0.0, 0.0], [0.0, 0.0, -0.1], [0.0, 0.0, 0.1], [0.1, -0.1, 0.1], [0.1, 0.0, 0.0], [0.1, 0.0, 0.0], [0.0, 0.1, 0.0], [0.0, 0.0, 0.0], [-0.1, -0.2, -0.2], [0.1, 0.1, 0.5], [-0.3, -0.5, -1.1], [0.2, 0.3, 0.8], [0.0, 0.0, 0.0], [0.0, 0.0, 0.1], [0.0, 0.1, -0.1], [-0.2, -0.2, -0.2], [0.3, 0.5, 0.3], [0.1, -0.2, 0.0], [-0.1, 0.0, -0.1], [0.0, -0.1, 0.1], [0.1, -0.1, 0.0], [0.1, 0.1, 0.1], [0.0, 0.1, -0.1], [0.1, -0.1, 0.0]]}